Entry 1:
C24H26IrN4Si as an isolated structure in a non-equilibrium geometry. Source: the OMol25 dataset; level of theory: ωB97M-V with the def2-TZVPD basis set.

Computed properties:
HOMO level (spin up / spin down): -9.96 / -13.65 eV
frontier orbital gap (spin up / spin down): 4.063 / 4.476 eV
2S+1: 6
charge: +2

Last column: Löwdin charge in e.
Atoms and positions in Å:
C: -0.97 -0.51 4.27  -0.19
C: -0.75 -1.41 3.16  -0.18
C: 0.58 -1.14 2.69  -0.20
H: -1.43 -2.20 2.82  0.13
C: 1.11 0.01 3.41  -0.21
C: 0.16 0.34 4.44  -0.11
H: 0.24 1.17 5.14  0.14
H: -1.84 -0.52 4.90  0.12
H: 1.09 -1.67 1.91  0.12
H: 2.11 0.44 3.31  0.12
Ir: -0.63 0.52 2.20  1.41
C: -0.75 0.42 0.21  -0.29
H: 0.34 0.59 0.18  0.00
H: -1.29 1.14 -0.39  0.04
H: -1.06 -0.67 0.00  0.07
Si: 0.71 -0.29 -2.31  0.80
C: -0.20 -1.53 -3.38  -0.33
C: -0.41 -2.80 -2.80  -0.11
H: 0.00 -3.02 -1.82  0.10
C: -1.18 -3.76 -3.46  -0.07
H: -1.34 -4.73 -2.99  0.11
C: -1.74 -3.48 -4.71  -0.05
H: -2.35 -4.24 -5.22  0.12
C: -1.52 -2.23 -5.29  -0.06
H: -1.97 -2.02 -6.26  0.12
C: -0.76 -1.25 -4.64  -0.08
H: -0.60 -0.27 -5.09  0.11
C: 2.49 -0.88 -2.23  -0.31
C: 3.03 -1.83 -3.13  -0.06
H: 2.45 -2.17 -4.00  0.12
C: 4.30 -2.39 -2.90  -0.02
H: 4.68 -3.18 -3.55  0.13
C: 5.10 -1.97 -1.82  -0.06
H: 6.10 -2.43 -1.63  0.13
C: 4.60 -0.94 -1.00  -0.07
H: 5.22 -0.61 -0.17  0.11
C: 3.33 -0.38 -1.21  -0.12
H: 2.99 0.45 -0.58  0.09
H: -0.16 -0.67 -1.21  -0.02
H: 0.18 1.23 -2.07  0.02
N: -3.75 3.21 2.64  0.15
C: -4.49 2.13 3.15  -0.01
C: -3.68 1.03 3.09  -0.06
N: -2.48 1.42 2.52  -0.07
C: -2.51 2.75 2.30  -0.22
C: -1.28 3.33 1.85  -0.22
N: -0.22 2.52 1.85  -0.09
C: 0.90 3.24 1.46  -0.06
C: 0.52 4.55 1.33  -0.01
N: -0.86 4.60 1.57  0.15
H: -4.03 4.18 2.55  0.18
H: -5.50 2.26 3.48  0.13
H: -3.88 0.03 3.44  0.12
H: 1.89 2.81 1.42  0.12
H: 1.06 5.44 1.04  0.14
H: -1.49 5.40 1.53  0.18



Entry 2:
One molecule with the formula C24H26N2O3S2. Source: the OMol25 dataset; level of theory: ωB97M-V with the def2-TZVPD basis set.

Computed properties:
HOMO level: -8.99 eV
frontier orbital gap: 9.446 eV

Last column: Löwdin charge in e.
Atoms and positions in Å:
C: -4.57 -3.15 0.58  -0.11
C: -5.20 -2.50 1.81  -0.26
C: -5.29 -0.98 1.69  -0.20
C: -6.40 -0.54 0.73  -0.24
N: -6.27 0.87 0.41  -0.14
S: -5.75 1.23 -1.13  0.65
O: -6.26 0.28 -2.08  -0.30
O: -6.02 2.63 -1.33  -0.29
C: -4.00 0.96 -0.95  -0.29
C: -3.41 -0.15 -1.52  -0.06
C: -2.06 -0.38 -1.33  -0.01
C: -1.30 0.50 -0.57  -0.20
N: 0.05 0.21 -0.41  0.11
C: 1.02 0.95 0.21  -0.47
O: 0.84 1.99 0.79  0.10
C: 2.40 0.29 0.15  -0.39
S: 2.68 -0.50 -1.51  0.99
C: 4.38 -0.97 -1.24  -0.54
C: 4.68 -2.07 -0.46  -0.11
C: 6.00 -2.39 -0.21  -0.08
C: 7.01 -1.61 -0.75  -0.08
C: 6.71 -0.51 -1.54  -0.07
C: 5.39 -0.19 -1.79  -0.10
C: 3.51 1.25 0.42  -0.28
C: 4.49 0.95 1.36  -0.04
C: 5.55 1.82 1.56  -0.08
C: 5.64 2.99 0.83  -0.09
C: 4.66 3.29 -0.11  -0.07
C: 3.61 2.42 -0.32  -0.05
C: -1.90 1.63 -0.01  0.02
C: -3.25 1.85 -0.20  -0.04
H: -5.17 -2.97 -0.31  0.07
H: -4.49 -4.23 0.72  0.07
H: -3.58 -2.75 0.40  0.06
H: -4.59 -2.75 2.68  0.10
H: -6.19 -2.92 1.97  0.11
H: -4.34 -0.58 1.33  0.10
H: -5.49 -0.55 2.67  0.11
H: -7.38 -0.74 1.17  0.13
H: -6.33 -1.09 -0.21  0.10
H: -7.01 1.48 0.72  0.11
H: -4.02 -0.82 -2.11  0.12
H: -1.59 -1.25 -1.77  0.12
H: 0.36 -0.62 -0.90  0.08
H: 2.41 -0.53 0.88  0.12
H: 3.88 -2.67 -0.06  0.11
H: 6.24 -3.25 0.40  0.10
H: 8.04 -1.86 -0.55  0.10
H: 7.50 0.09 -1.96  0.11
H: 5.13 0.67 -2.40  0.11
H: 4.42 0.04 1.94  0.12
H: 6.30 1.58 2.29  0.10
H: 6.47 3.66 0.98  0.10
H: 4.73 4.20 -0.69  0.10
H: 2.85 2.65 -1.06  0.12
H: -1.31 2.32 0.57  0.10
H: -3.74 2.72 0.22  0.12



Entry 3:
C24H26N2O8Pd as an isolated structure in a non-equilibrium geometry. Source: the OMol25 dataset; level of theory: ωB97M-V with the def2-TZVPD basis set.

Computed properties:
HOMO level (spin up / spin down): -7.46 / -7.64 eV
frontier orbital gap (spin up / spin down): 7.629 / 6.663 eV
2S+1: 3

Last column: Löwdin charge in e.
Atoms and positions in Å:
Pd: 0.86 -0.95 -0.78  1.20
O: -0.98 2.19 -2.15  -0.01
C: 0.04 1.43 -2.03  -0.57
O: 0.56 1.21 -0.91  -0.08
C: 0.64 0.82 -3.29  -0.12
C: 2.12 0.38 -3.12  -0.22
C: 2.61 0.28 -4.63  -0.08
C: 1.92 -1.01 -5.12  -0.10
C: 1.14 -1.40 -3.90  -0.23
O: 1.94 -0.98 -2.72  -0.15
C: -0.08 -0.47 -3.77  -0.10
C: -1.15 -1.06 -2.82  -0.67
O: -2.29 -0.90 -3.12  0.09
O: -0.74 -1.69 -1.80  -0.11
H: 0.51 1.56 -4.05  0.14
H: 2.68 0.99 -2.42  0.16
H: 3.70 0.30 -4.71  0.11
H: 2.32 1.17 -5.20  0.11
H: 2.67 -1.78 -5.26  0.12
H: 1.31 -0.81 -5.99  0.12
H: 0.90 -2.46 -3.73  0.17
H: -0.69 -0.41 -4.72  0.18
C: -3.09 0.48 4.27  -0.08
O: -2.58 0.56 2.98  -0.07
C: -1.66 1.51 2.69  -0.24
C: -1.00 2.18 3.72  0.00
C: -0.01 3.10 3.34  -0.09
C: 0.25 3.41 2.04  -0.07
C: -0.40 2.68 1.03  0.00
C: -1.34 1.73 1.40  -0.15
N: -1.99 1.12 0.27  0.17
C: -2.45 -0.07 -0.03  0.03
C: -2.40 -1.23 0.82  -0.16
C: -3.37 -2.18 0.71  -0.04
C: -3.30 -3.39 1.40  -0.08
C: -2.04 -3.66 1.96  -0.10
C: -0.99 -2.80 1.98  -0.03
C: -1.11 -1.52 1.41  -0.38
O: -0.10 -0.74 1.29  -0.16
H: -3.89 -0.25 4.25  0.10
H: -3.54 1.41 4.65  0.10
H: -2.25 0.21 4.94  0.10
H: -1.32 2.10 4.77  0.11
H: 0.42 3.72 4.09  0.09
H: 0.97 4.13 1.74  0.10
H: -0.33 3.02 0.04  0.10
H: -1.93 1.78 -0.59  0.16
H: -2.96 -0.13 -1.00  0.14
H: -4.21 -1.91 0.11  0.12
H: -4.12 -4.09 1.31  0.10
H: -1.91 -4.69 2.33  0.11
H: -0.03 -3.15 2.29  0.11
C: 4.70 0.20 1.53  0.01
C: 3.21 -0.11 1.39  -0.50
N: 2.41 0.00 2.46  0.20
O: 2.77 -0.52 0.28  -0.09
H: 4.93 0.17 2.56  0.05
H: 5.12 1.11 1.13  0.08
H: 5.24 -0.65 1.10  0.09
H: 2.81 0.44 3.28  0.12
H: 1.47 -0.37 2.32  0.09



Entry 4:
One molecule with the formula C24H26N4O2S. Source: the OMol25 dataset; level of theory: ωB97M-V with the def2-TZVPD basis set.

Computed properties:
HOMO level: -8.52 eV
frontier orbital gap: 9.179 eV

Last column: Löwdin charge in e.
Atoms and positions in Å:
C: 1.19 3.34 -1.35  -0.02
N: 1.94 2.98 -0.17  -0.09
C: 1.63 3.74 1.04  -0.13
C: 0.73 2.98 1.95  -0.57
N: -0.54 3.16 2.03  0.05
C: -1.11 2.33 2.93  -0.27
C: -0.25 1.50 3.57  -0.39
S: 1.35 1.74 3.01  1.08
C: 2.85 2.00 -0.04  -0.48
O: 3.35 1.75 1.05  -0.02
C: 3.27 1.23 -1.29  -0.01
C: 2.23 0.20 -1.80  -0.20
C: 2.26 0.28 -3.33  -0.44
O: 2.07 1.34 -3.89  0.04
N: 2.48 -0.85 -4.02  0.09
C: 2.71 -2.14 -3.42  -0.16
C: 1.99 -2.18 -2.08  -0.17
N: 2.53 -1.11 -1.26  -0.11
C: 2.19 -1.25 0.16  -0.11
C: 0.71 -1.34 0.44  -0.20
C: 0.08 -2.57 0.57  -0.04
C: -1.28 -2.65 0.79  -0.02
C: -2.06 -1.50 0.87  -0.18
C: -3.51 -1.58 1.11  -0.19
C: -4.12 -0.70 1.99  -0.03
C: -5.48 -0.78 2.23  -0.08
C: -6.25 -1.73 1.58  -0.09
C: -5.65 -2.61 0.70  -0.08
C: -4.29 -2.54 0.47  -0.04
C: -1.43 -0.27 0.73  -0.01
C: -0.07 -0.19 0.52  -0.04
H: 1.49 2.76 -2.21  0.06
H: 0.12 3.18 -1.17  0.10
H: 1.35 4.40 -1.57  0.10
H: 2.58 3.94 1.56  0.13
H: 1.15 4.68 0.75  0.13
H: -2.17 2.39 3.09  0.10
H: -0.47 0.76 4.31  0.06
H: 3.49 1.95 -2.08  0.12
H: 4.18 0.69 -1.04  0.14
H: 1.21 0.53 -1.54  0.15
H: 2.53 -0.76 -5.02  0.15
H: 2.33 -2.92 -4.09  0.12
H: 3.79 -2.30 -3.26  0.12
H: 2.19 -3.13 -1.58  0.13
H: 0.91 -2.09 -2.24  0.14
H: 2.64 -0.42 0.70  0.11
H: 2.68 -2.17 0.50  0.13
H: 0.67 -3.48 0.52  0.11
H: -1.74 -3.62 0.91  0.11
H: -3.53 0.03 2.51  0.10
H: -5.95 -0.09 2.92  0.10
H: -7.31 -1.79 1.76  0.10
H: -6.24 -3.35 0.18  0.10
H: -3.82 -3.22 -0.24  0.11
H: -2.01 0.64 0.77  0.11
H: 0.40 0.78 0.45  0.08



One value per record, in order, for energy relative to the best compared isomer or geometry (same formula, charge and spin): 211.7 41.8 0.8 0.0 kJ/mol.